# 1
The ion C2H10N3 with charge +1 at a distorted geometry, computed with ωB97M-V/def2-TZVPD.

The geometry in XYZ format:
```
15
Properties=species:S:1:pos:R:3:forces:R:3
N -0.00791 0.75025 -0.07472 -1.6 0.8 1.2
N -1.59212 -0.29132 1.39936 0.6 0.4 0.1
N 1.62920 -0.46684 -1.50906 -0.8 1.4 -0.6
C 0.29145 -0.33610 -1.13436 -0.5 -0.9 0.2
C -0.24572 0.28396 1.33044 0.6 -1.7 0.9
H -0.17906 -1.22491 -0.70576 0.1 0.0 0.1
H 0.51545 1.62317 -0.17305 0.7 -0.4 0.1
H -0.98026 1.07556 -0.15591 0.2 0.2 -1.3
H 1.70344 -0.16249 -2.46618 0.9 -0.3 0.1
H -1.88263 -0.21588 2.36830 -0.5 -0.2 -0.2
H 2.28726 -1.14878 -1.18320 -0.3 -0.3 0.2
H -0.33747 -0.01540 -1.96333 0.3 -0.1 -0.2
H -2.28006 0.10914 0.77118 -0.1 0.2 0.4
H 0.38995 -0.57662 1.55874 0.5 0.4 -0.3
H -0.01040 1.02759 2.09795 -0.2 0.5 -0.6
```
Positions in Å, forces in eV/Å.

Values from the calculation:
Total charge: +1
ΔE to the lowest compared entry with this formula, charge and spin in eV: 1.938
HOMO-LUMO gap in eV: 11.0460
LUMO energy in Ha: -0.1207
E in eV: -6699.101
HOMO energy in eV: -14.33

---

# 2
A cluster of 2 separate species, C2H10N3O in total at a distorted geometry, computed with ωB97M-V/def2-TZVPD.

The geometry in XYZ format:
```
16
Properties=species:S:1:pos:R:3:forces:R:3
O 2.59067 1.14902 -0.30417 -1.1 0.6 0.5
N -1.43658 -1.66507 -1.00587 0.5 1.0 -0.8
N -0.29457 -0.72999 0.75395 0.8 1.9 0.5
N -0.47900 0.42099 -1.30586 -0.9 -0.6 1.6
C -0.14535 0.44695 1.69268 -0.7 -1.3 -0.9
C -0.72720 -0.64056 -0.48171 -0.8 -0.7 -1.3
H 3.19043 0.50146 -0.65121 0.7 -0.1 -0.4
H -0.05422 -1.60644 1.15596 -0.3 -0.8 0.0
H 2.85777 2.04111 -0.56345 0.3 -0.5 -0.1
H -1.29030 0.67952 -1.86264 0.4 0.2 -0.1
H 0.44304 0.05532 2.51007 0.1 0.4 0.2
H -1.74824 -1.54479 -1.97188 0.2 -0.4 0.6
H -1.98290 -2.24809 -0.40667 -0.1 -0.3 0.2
H -0.05184 1.16888 -0.77975 0.4 0.3 -0.6
H 0.29679 1.31985 1.22846 0.3 -0.1 0.0
H -1.16849 0.65186 1.99207 0.1 0.3 0.4
```
Positions in Å, forces in eV/Å.

Values from the calculation:
Total charge: +1
ΔE to the lowest compared entry with this formula, charge and spin in eV: 0.756
HOMO-LUMO gap in eV: 11.9090
LUMO energy in Ha: -0.1116
E in eV: -8748.386
HOMO energy in eV: -14.95

---

# 3
A cluster of 2 separate species, C2H10N3OP in total at a distorted geometry, computed with ωB97M-V/def2-TZVPD.

The geometry in XYZ format:
```
17
Properties=species:S:1:pos:R:3:forces:R:3
P -1.28330 -0.53830 -0.31573 0.3 -1.1 0.7
O -2.00593 -0.70230 -1.60696 0.3 0.6 0.6
N -1.75730 -1.72929 0.84599 1.1 1.7 2.3
N -1.34560 0.91697 0.49776 -1.1 -0.6 0.5
N 1.68046 -1.34559 0.27220 -1.4 -0.7 -1.6
C -1.04644 2.10771 -0.29877 -1.1 0.9 3.5
C 2.50948 -0.31282 -0.31981 1.2 -1.0 3.3
H 1.56215 -2.05065 -0.52896 0.0 1.0 1.4
H -1.23094 -2.52373 0.52104 0.0 -0.7 0.2
H 2.25649 -0.05119 -1.29877 -0.2 0.7 -1.5
H -1.40581 -1.52695 1.88502 -0.9 -0.5 -3.1
H -1.03991 0.97656 1.48716 -0.3 -0.3 -1.2
H -1.33002 2.00772 -1.27906 -0.2 -0.6 -2.4
H 2.68333 0.53385 0.41365 -0.5 -0.7 -1.1
H -1.65664 2.98236 0.07520 0.9 -0.8 -0.1
H -0.02130 2.18780 -0.07527 1.5 1.4 -0.8
H 3.43126 -0.93215 -0.27468 0.5 0.9 -0.6
```
Positions in Å, forces in eV/Å.

Values from the calculation:
ΔE to the lowest compared entry with this formula, charge and spin in eV: 4.712
HOMO-LUMO gap (alpha / beta) in eV: 9.3034 / 7.4850
LUMO energy (alpha / beta) in Ha: -0.0101 / 0.0005
E in eV: -18040.153
HOMO energy (alpha / beta) in eV: -9.58 / -7.47

---

# 4
A structure of composition C2H10N4 at a distorted geometry, computed with ωB97M-V/def2-TZVPD.

The geometry in XYZ format:
```
16
Properties=species:S:1:pos:R:3:forces:R:3
N 2.55618 0.62546 0.21237 -0.3 0.2 -0.2
N -1.63983 -1.62771 0.40330 0.6 -0.1 0.3
N 1.24490 0.31315 0.67472 -0.5 -0.8 -0.5
N -0.41328 -1.21776 -0.20716 0.8 0.6 -0.1
C -0.23591 0.37974 -0.51340 0.9 -0.6 0.1
C -1.32203 1.17833 -0.30332 -0.3 -0.1 0.1
H 1.04836 0.88307 1.49302 0.0 0.2 -0.2
H -1.94407 1.08404 0.57731 0.0 0.0 0.1
H -1.38447 2.12069 -0.82655 0.1 -0.1 -0.1
H -2.38370 -1.14315 -0.10077 0.2 0.2 -0.1
H 2.52423 1.39895 -0.45551 0.0 0.0 0.1
H -1.64300 -1.24513 1.34547 0.0 0.0 -0.1
H 2.92799 -0.17879 -0.28167 0.0 0.1 0.1
H -0.20735 -1.89827 -0.93547 -0.4 0.6 -0.6
H 0.34861 0.49506 -1.42310 0.0 0.0 0.0
H 0.52337 -1.16768 0.34075 -1.0 0.0 1.1
```
Positions in Å, forces in eV/Å.

Values from the calculation:
ΔE to the lowest compared entry with this formula, charge and spin in eV: 5.981
HOMO-LUMO gap in eV: 7.2817
LUMO energy in Ha: 0.0300
E in eV: -8190.854
HOMO energy in eV: -6.46

---

# 5
A cluster of 3 separate species, C2H10N4O3 in total at a distorted geometry, computed with ωB97M-V/def2-TZVPD.

The geometry in XYZ format:
```
19
Properties=species:S:1:pos:R:3:forces:R:3
O -2.66542 1.40073 -2.04463 -0.4 0.4 -1.0
O 1.03969 -2.34998 -0.55239 -1.1 -1.6 -1.4
O -0.31760 0.45332 0.94082 2.5 -2.8 4.0
N -1.35760 1.76555 -0.27507 -0.6 5.9 -1.7
N 2.55335 -0.72227 -0.62933 2.9 2.7 -3.5
N 1.56459 -1.14787 1.21809 0.5 0.3 2.9
N -2.40142 -0.10008 -0.46856 -1.8 -5.8 1.4
C 1.65369 -1.45026 -0.06259 -1.1 -2.5 1.2
C -2.19293 1.04250 -0.97443 -0.2 2.8 -2.7
H 0.47802 0.33943 0.42097 -0.3 0.2 -0.3
H -0.00788 0.50715 1.84493 0.2 -0.5 0.4
H -1.81942 -0.36365 0.31368 -0.4 -0.6 -0.6
H -1.15100 1.48891 0.67408 -0.7 1.8 -0.9
H -1.44009 2.69919 -0.65140 0.3 0.4 0.6
H 1.11170 -1.79245 1.85015 0.1 0.5 0.0
H 2.10068 -0.32355 1.44877 -0.1 -0.8 1.3
H -2.64848 -0.74005 -1.20985 -0.2 -0.6 0.7
H 2.65721 -0.86058 -1.62441 0.1 0.4 0.1
H 2.84289 0.15395 -0.21884 0.3 -0.3 -0.5
```
Positions in Å, forces in eV/Å.

Values from the calculation:
ΔE to the lowest compared entry with this formula, charge and spin in eV: 4.008
HOMO-LUMO gap in eV: 8.5293
LUMO energy in Ha: -0.0088
E in eV: -14337.488
HOMO energy in eV: -8.77

---

# 6
A structure of composition C2H10N6S2Ti, computed with ωB97M-V/def2-TZVPD.

The geometry in XYZ format:
```
21
Properties=species:S:1:pos:R:3:forces:R:3
Ti -0.01568 -0.17570 -0.21178 0.0 -0.2 -0.2
S 0.66474 1.93975 -0.28569 0.1 -0.1 0.1
S -0.67429 -0.24588 1.90934 -0.1 0.1 -0.1
N 2.11075 -0.61001 -0.75323 0.0 0.1 0.0
N -2.84356 -1.14344 0.54923 0.1 0.0 0.1
N 2.84004 0.55191 -1.12356 -0.1 0.0 -0.1
N 2.86655 2.84309 -1.45883 0.0 0.0 0.0
N -2.13577 -0.75887 -0.62148 -0.1 0.1 0.1
N -2.83709 -1.46949 2.84272 0.0 0.0 0.0
C -2.27053 -1.06156 1.75488 -0.1 0.0 0.1
C 2.27858 1.76330 -1.05977 0.1 0.1 0.0
H 3.79409 2.84799 -1.89311 0.0 0.0 0.0
H 3.79909 0.41156 -1.44796 0.0 0.0 0.0
H -2.40642 -1.34835 3.76058 0.0 0.0 0.0
H -3.79674 -1.48920 0.42037 0.0 0.0 0.0
H 2.17683 -1.26756 -1.54704 0.0 0.0 0.0
H 2.62477 -1.07220 0.01402 0.0 0.0 0.0
H 2.44329 3.76617 -1.35182 0.0 0.0 0.0
H -2.67056 -0.00262 -1.07855 0.0 0.0 0.0
H -3.75438 -1.92472 2.85971 0.0 0.0 0.0
H -2.19373 -1.55416 -1.27800 0.0 0.0 0.0
```
Positions in Å, forces in eV/Å.

Values from the calculation:
Total charge: +4
ΔE to the lowest compared entry with this formula, charge and spin in eV: 0.000
HOMO-LUMO gap in eV: 7.7316
LUMO energy in Ha: -0.6694
E in eV: -55914.606
HOMO energy in eV: -25.95

---

# 7
A cluster of 2 separate species, C2H10NO in total at a distorted geometry, computed with ωB97M-V/def2-TZVPD.

The geometry in XYZ format:
```
14
Properties=species:S:1:pos:R:3:forces:R:3
O -0.46031 -0.81358 -0.33091 0.2 0.0 0.3
N -1.35412 1.39776 -1.43400 -0.5 0.9 -0.6
C 1.28819 -1.16260 1.39329 0.5 0.6 -0.3
C 0.64892 -0.23520 0.39454 0.4 0.4 -0.4
H -2.23718 1.30006 -1.93840 -0.1 -0.1 0.1
H -0.78223 -1.54903 0.20144 -0.3 -0.1 -0.2
H 1.52363 -2.15361 1.02979 -0.1 -0.2 -0.3
H -1.47017 2.11119 -0.71481 0.0 0.0 0.0
H -1.08784 0.48798 -1.00464 0.2 -0.9 0.3
H 0.32050 0.67768 0.89847 -0.2 -0.1 0.3
H 2.21613 -0.69222 1.69947 0.3 0.0 0.1
H 1.35764 0.12820 -0.35809 0.0 -0.4 0.0
H 0.70126 -1.21156 2.27987 -0.6 -0.3 0.7
H -0.66443 1.71492 -2.11602 0.2 -0.1 0.1
```
Positions in Å, forces in eV/Å.

Values from the calculation:
Total charge: +1
ΔE to the lowest compared entry with this formula, charge and spin in eV: 0.506
HOMO-LUMO gap in eV: 11.3964
LUMO energy in Ha: -0.1399
E in eV: -5767.177
HOMO energy in eV: -15.20

---

# 8
A cluster of 2 separate species, C2H10NO in total at a distorted geometry, computed with ωB97M-V/def2-TZVPD.

The geometry in XYZ format:
```
14
Properties=species:S:1:pos:R:3:forces:R:3
O 1.98810 1.02289 -0.27275 -0.2 0.0 0.1
N -0.66275 0.72864 -0.65013 -0.2 0.8 -1.5
C -0.80471 -0.07506 0.59242 -0.1 -0.9 -0.2
C -0.45288 -1.56373 0.31061 0.3 1.3 0.7
H -1.84205 -0.05694 0.89227 -0.3 0.6 0.0
H -1.21449 -2.20011 0.77468 0.7 0.0 0.3
H -0.21860 0.44266 1.35293 0.0 -0.5 0.0
H 2.87459 1.13050 -0.62971 0.1 0.0 -0.1
H 2.09598 1.14053 0.67718 0.2 0.0 0.0
H -0.48607 -1.80338 -0.74744 0.1 0.1 -0.2
H -1.52122 0.64173 -1.20373 0.1 0.3 0.1
H 0.11345 0.51085 -1.29317 0.1 -0.8 0.7
H 0.57042 -1.63368 0.69482 -0.3 -1.0 -0.2
H -0.43978 1.71509 -0.49799 -0.6 0.1 0.4
```
Positions in Å, forces in eV/Å.

Values from the calculation:
Total charge: +1
ΔE to the lowest compared entry with this formula, charge and spin in eV: 0.490
HOMO-LUMO gap in eV: 12.9189
LUMO energy in Ha: -0.1283
E in eV: -5767.192
HOMO energy in eV: -16.41

---

# 9
A cluster of 2 separate species, C2H10NO in total at a distorted geometry, computed with ωB97M-V/def2-TZVPD.

The geometry in XYZ format:
```
14
Properties=species:S:1:pos:R:3:forces:R:3
O -1.76776 0.75673 2.00502 0.5 -0.3 -0.4
N 0.52020 0.13829 0.59632 -0.8 0.0 -0.5
C 0.75733 -0.88445 -0.47636 -0.4 -0.7 -0.6
C 0.48670 -0.26318 -1.82745 -0.9 0.3 0.0
H -0.58082 -0.02249 -1.90807 0.1 -0.2 0.0
H 1.10554 0.02233 1.41630 0.1 -0.1 0.1
H 0.69141 1.04681 0.16755 0.3 0.2 0.3
H -2.72707 0.71392 1.93928 0.0 0.3 0.2
H 1.75787 -1.28750 -0.37816 0.2 0.1 0.1
H 0.72616 -0.91322 -2.66558 0.2 0.0 0.2
H -1.49472 1.52453 2.51603 -0.5 0.1 0.1
H -0.48379 0.17326 0.91233 0.4 0.0 0.1
H 0.97100 0.69195 -1.93418 0.7 0.3 -0.2
H 0.03795 -1.69699 -0.36302 0.2 0.0 0.5
```
Positions in Å, forces in eV/Å.

Values from the calculation:
Total charge: +1
ΔE to the lowest compared entry with this formula, charge and spin in eV: 0.136
HOMO-LUMO gap in eV: 13.2066
LUMO energy in Ha: -0.1260
E in eV: -5767.546
HOMO energy in eV: -16.64

---

# 10
A cluster of 2 separate species, C2H10NO2 in total at a distorted geometry, computed with ωB97M-V/def2-TZVPD.

The geometry in XYZ format:
```
15
Properties=species:S:1:pos:R:3:forces:R:3
O -2.53307 0.24816 -1.28456 -0.2 -0.4 -1.2
O 2.42689 1.23052 0.74329 0.5 0.0 -0.1
N -0.42749 -0.93584 0.06502 -0.5 0.1 -0.7
C 1.59116 0.15029 0.88019 -2.1 -0.2 -2.5
C 0.35224 0.33963 -0.09676 0.9 -0.3 0.7
H 2.87596 1.41364 1.57515 0.1 0.0 -0.1
H 1.91434 -0.84418 0.47883 1.0 0.6 1.0
H 0.63522 0.43176 -1.15896 -0.1 0.2 0.6
H -2.28352 0.18445 -2.22381 0.4 0.3 0.3
H 0.17853 -1.75536 -0.00862 -0.1 0.0 0.0
H 1.11831 0.12582 1.83934 0.2 -0.6 1.0
H -3.49109 0.19368 -1.41869 -0.1 0.0 0.7
H -0.84488 -0.91485 0.99703 -0.2 -0.3 -0.2
H -0.32253 1.10075 0.27015 0.1 0.5 -0.4
H -1.19006 -0.96849 -0.65760 0.2 0.1 0.9
```
Positions in Å, forces in eV/Å.

Values from the calculation:
Total charge: +1
ΔE to the lowest compared entry with this formula, charge and spin in eV: 0.774
HOMO-LUMO gap in eV: 11.2759
LUMO energy in Ha: -0.1290
E in eV: -7814.237
HOMO energy in eV: -14.79

---

# 11
A cluster of 3 separate species, C2H10NO2 in total at a distorted geometry, computed with ωB97M-V/def2-TZVPD.

The geometry in XYZ format:
```
15
Properties=species:S:1:pos:R:3:forces:R:3
O 1.90222 -0.35068 2.81611 0.6 0.5 0.0
O 1.18592 -0.36686 0.15738 1.0 -2.3 1.3
N -1.03188 0.11284 -0.95164 1.0 -3.1 -0.4
C -2.38252 -0.23167 -1.31353 -2.2 2.1 -3.0
C -0.30652 1.05206 -1.36122 -0.1 3.6 -0.7
H 0.75404 1.16171 -1.26325 0.4 -1.1 0.7
H 2.81814 -0.37715 2.50444 0.0 -0.3 0.1
H 1.54912 -1.25502 -0.03779 0.0 0.5 -0.7
H -2.58979 -0.15896 -2.47138 0.9 0.4 2.1
H -0.50212 -0.68904 -0.50400 -0.2 1.4 -0.3
H -0.64098 2.04578 -1.76361 -0.9 -1.5 -0.2
H 1.93231 0.44481 3.37499 -0.4 -0.3 -0.1
H 1.29496 -0.47327 1.13861 -0.3 1.1 0.0
H -2.71167 -1.23939 -1.17653 0.5 -0.6 1.1
H -3.03725 0.51480 -0.84806 -0.2 -0.5 0.0
```
Positions in Å, forces in eV/Å.

Values from the calculation:
Total charge: +1
ΔE to the lowest compared entry with this formula, charge and spin in eV: 1.616
HOMO-LUMO gap in eV: 10.9058
LUMO energy in Ha: -0.1714
E in eV: -7813.394
HOMO energy in eV: -15.57

---

# 12
A cluster of 3 separate species, C2H10NO2S in total at a distorted geometry, computed with ωB97M-V/def2-TZVPD.

The geometry in XYZ format:
```
16
Properties=species:S:1:pos:R:3:forces:R:3
S -1.52962 -1.27286 -2.18023 -0.2 0.0 0.1
O 2.06488 3.89637 -1.95754 -0.2 -0.3 -0.2
O 0.48204 -0.99691 3.29950 -0.4 0.0 -0.2
N -0.90507 -1.55440 0.87689 -1.6 0.8 -1.0
C -0.44802 -0.28744 0.22737 -0.1 0.4 -0.5
C -0.15290 -0.54994 -1.25308 0.5 -0.5 0.3
H -1.89219 -1.33103 1.08837 0.6 -0.1 0.8
H 0.43573 0.11454 0.73086 0.2 -0.1 0.0
H 0.67863 -1.27301 -1.21899 0.1 0.2 -0.3
H 0.19711 0.34786 -1.75918 0.1 0.2 0.1
H 1.82579 3.45003 -2.78268 0.1 0.2 0.2
H 0.34507 -1.15029 2.33953 0.1 -0.2 0.3
H -0.43516 -1.11443 3.58264 0.3 0.0 0.2
H -1.20595 -2.06127 0.01812 0.7 -0.5 0.1
H 1.73962 3.28083 -1.28986 0.0 0.1 0.1
H -1.19995 0.50195 0.27828 -0.2 0.0 0.2
```
Positions in Å, forces in eV/Å.

Values from the calculation:
Total charge: -1
ΔE to the lowest compared entry with this formula, charge and spin in eV: 0.568
HOMO-LUMO gap in eV: 6.2148
LUMO energy in Ha: 0.1230
E in eV: -18657.400
HOMO energy in eV: -2.87

---

What did the fifth record say?
A cluster of 3 separate species, C2H10N4O3 in total at a distorted geometry, computed with ωB97M-V/def2-TZVPD.

The geometry in XYZ format:
```
19
Properties=species:S:1:pos:R:3:forces:R:3
O -2.66542 1.40073 -2.04463 -0.4 0.4 -1.0
O 1.03969 -2.34998 -0.55239 -1.1 -1.6 -1.4
O -0.31760 0.45332 0.94082 2.5 -2.8 4.0
N -1.35760 1.76555 -0.27507 -0.6 5.9 -1.7
N 2.55335 -0.72227 -0.62933 2.9 2.7 -3.5
N 1.56459 -1.14787 1.21809 0.5 0.3 2.9
N -2.40142 -0.10008 -0.46856 -1.8 -5.8 1.4
C 1.65369 -1.45026 -0.06259 -1.1 -2.5 1.2
C -2.19293 1.04250 -0.97443 -0.2 2.8 -2.7
H 0.47802 0.33943 0.42097 -0.3 0.2 -0.3
H -0.00788 0.50715 1.84493 0.2 -0.5 0.4
H -1.81942 -0.36365 0.31368 -0.4 -0.6 -0.6
H -1.15100 1.48891 0.67408 -0.7 1.8 -0.9
H -1.44009 2.69919 -0.65140 0.3 0.4 0.6
H 1.11170 -1.79245 1.85015 0.1 0.5 0.0
H 2.10068 -0.32355 1.44877 -0.1 -0.8 1.3
H -2.64848 -0.74005 -1.20985 -0.2 -0.6 0.7
H 2.65721 -0.86058 -1.62441 0.1 0.4 0.1
H 2.84289 0.15395 -0.21884 0.3 -0.3 -0.5
```
Positions in Å, forces in eV/Å.

Values from the calculation:
ΔE to the lowest compared entry with this formula, charge and spin in eV: 4.008
HOMO-LUMO gap in eV: 8.5293
LUMO energy in Ha: -0.0088
E in eV: -14337.488
HOMO energy in eV: -8.77

---

Which of these has the highest ΔE to the lowest compared entry with this formula, charge and spin? C2H10N4